{"formula": "C2H10N2O3", "method": "ωB97M-V with the def2-TZVPD basis set", "spin_multiplicity": 1, "lumo_ev": 0.24, "de_lowest_kj_mol": 192.6, "homo_lumo_gap_ha": 0.343, "fmax_ev_per_a": 3.43, "e_homo_ev": -9.086, "total_charge": 0, "smiles": "CNC(N)=O.O.O", "species": ["C", "N", "C", "N", "O", "H", "H", "H", "H", "H", "H", "O", "H", "H", "O", "H", "H"], "xyz": [[-1.397, -0.873, -0.327], [-0.171, -0.137, -0.565], [-0.201, 0.728, -1.630], [0.959, 1.496, -1.676], [-1.087, 0.898, -2.445], [-1.532, -1.703, -1.023], [-2.288, -0.286, -0.501], [-1.413, -1.274, 0.655], [0.532, -0.130, 0.234], [1.859, 1.102, -1.548], [0.906, 2.469, -1.742], [0.182, 0.873, 2.004], [-0.450, 1.437, 2.432], [-0.074, -0.054, 2.142], [1.367, -1.664, 1.085], [0.620, -1.164, 1.317], [2.189, -1.717, 1.587]], "atomic_forces_ev_per_a": [[0.0, -0.4, -1.2], [-0.6, -0.5, 0.2], [1.4, 0.8, 0.6], [0.3, -0.7, -0.1], [-0.5, -0.6, 0.8], [0.3, -0.2, 0.0], [-0.1, 0.6, 0.2], [0.0, -0.4, 1.0], [-1.3, 1.1, -3.0], [0.4, -0.3, 0.4], [-0.2, 1.2, -0.5], [0.8, -0.7, 0.0], [-0.6, 0.2, 0.3], [-0.5, 1.1, 0.7], [1.8, -2.2, -1.7], [-0.2, 0.3, 1.5], [-1.0, 0.8, 0.6]], "mulliken_charge": [-0.929, 0.084, 0.425, -0.411, -0.582, 0.305, 0.386, 0.310, 0.059, 0.190, 0.153, -0.588, 0.323, 0.415, -0.610, 0.138, 0.334]}